Here is a 2-piece molecular cluster, C5H8IN2O overall from OMol25. Energies are from ωB97M-V/def2-TZVPD.

As for the charge: +1. The highest occupied orbital energy (alpha / beta) comes out at -12.44 / -12.44 eV. The calculation puts the frontier orbital gap (alpha / beta) at 6.73 / 6.72 eV. The largest force on an atom is 0.093 Eh/bohr. The spin multiplicity is 1. For the LUMO energy (alpha / beta), the calculation gives -5.718 / -5.721 eV.

The geometry in XYZ format:
```
17
C5H8IN2O | OMol25 | ωB97M-V/def2-TZVPD
C -1.41698 0.33434 -0.18823
C -0.17981 -1.49559 -0.01286
C 0.90003 0.23812 -1.13422
C -0.17479 1.11628 -0.45612
C 0.29208 1.66086 0.90838
N -1.33957 -0.92904 0.06641
N 0.89709 -1.12333 -0.57727
O -0.06210 -3.29735 0.97692
I -1.69638 -3.80042 1.74860
H -2.38592 0.80822 -0.11778
H 0.73785 0.17161 -2.21715
H 1.89026 0.66679 -0.96162
H -0.40096 1.96422 -1.10720
H 0.57160 0.84869 1.57626
H -0.49952 2.23787 1.37903
H 1.14741 2.31637 0.76703
H 1.71970 -1.71765 -0.65018
```

=====

Here is C38H25ClMoN4O2S5 as an isolated structure from OMol25. Energies are from ωB97M-V/def2-TZVPD.

The highest occupied orbital energy (alpha / beta) comes out at -7.01 / -7.19 eV. The calculation puts the frontier orbital gap (alpha / beta) at 5.48 / 5.80 eV. The largest force on an atom is 0.032 Eh/bohr. Its expectation value of S² is 2.106. The spin multiplicity is 3. For the LUMO energy (alpha / beta), the calculation gives -1.529 / -1.388 eV.

The geometry in XYZ format:
```
76
C38H25ClMoN4O2S5 | OMol25 | ωB97M-V/def2-TZVPD
Mo -0.91071 0.70069 -0.80412
Cl -6.55545 4.04412 2.65275
C -5.08287 3.47132 1.92664
C -3.87492 4.15930 2.18806
C -2.69777 3.75006 1.63575
C -2.65888 2.61874 0.78005
O -1.53368 2.27340 0.26357
C -3.87181 1.92408 0.54057
C -3.91150 0.76997 -0.26827
O -2.94768 0.19112 -0.81511
C -5.08440 2.37680 1.12494
H -3.89759 5.02049 2.84317
H -1.76314 4.25468 1.84005
H -4.89297 0.31362 -0.43613
H -6.00445 1.83989 0.92889
S 2.66231 2.16808 -3.23023
C 3.23434 0.79578 -2.32229
C 4.51724 0.25797 -2.27852
C 4.72154 -0.86264 -1.49825
C 3.66717 -1.43858 -0.77865
C 2.39787 -0.90109 -0.81710
C 2.18591 0.23558 -1.59614
N 0.97856 0.90569 -1.78611
C 1.07799 1.90162 -2.63238
C -0.14144 2.58350 -3.05519
C -0.16163 3.65681 -3.94062
C -1.38211 4.14852 -4.36504
C -2.55747 3.55433 -3.91092
C -2.51699 2.49361 -3.01461
C -1.30526 1.97974 -2.54785
H 5.33130 0.71375 -2.82608
H 5.71245 -1.28860 -1.42155
H 3.86106 -2.30286 -0.15739
H 1.58770 -1.31905 -0.23571
H 0.76143 4.10033 -4.29813
H -1.42286 4.98224 -5.05355
H -3.51267 3.92980 -4.25872
H -3.45560 2.06659 -2.67783
C -0.21591 -0.87885 -3.91247
C -0.78878 -1.78939 -2.87187
C -1.27136 -3.04886 -3.29539
C -1.81150 -3.91518 -2.40114
C -1.82776 -3.58562 -1.02948
C -2.31943 -4.48190 -0.05451
C -2.24945 -4.14768 1.26478
C -1.68487 -2.91989 1.65127
C -1.21214 -2.01176 0.73105
S -0.49964 -0.50068 1.25623
C -1.29294 -2.33625 -0.65601
N -0.84023 -1.42150 -1.59671
H -0.21439 -1.37567 -4.88012
H 0.80817 -0.61242 -3.66183
H -0.79518 0.04198 -3.98905
H -1.21659 -3.29339 -4.34669
H -2.21291 -4.86908 -2.72276
H -2.73339 -5.42958 -0.37539
H -2.61637 -4.82819 2.02226
H -1.60960 -2.66898 2.70207
S 5.91179 -0.44977 2.25678
C 4.42410 0.28364 2.20805
S 3.99361 1.49670 1.05972
C 2.33778 1.49259 1.61742
N 2.15676 0.70607 2.62927
N 3.31402 0.04781 2.96039
C 3.18239 -0.92264 4.00353
C 4.18595 -1.10410 4.94159
C 4.00958 -2.04578 5.94527
C 2.84334 -2.79262 6.01561
C 1.84028 -2.59088 5.07641
C 2.00364 -1.65618 4.06758
S 1.10071 2.41103 0.85488
H 5.09203 -0.52013 4.88442
H 4.79161 -2.18966 6.67961
H 2.71366 -3.52507 6.80201
H 0.92291 -3.16349 5.12917
H 1.22712 -1.47403 3.33614
```

=====

Here is C33H48P2Tb as an isolated structure from OMol25. Energies are from ωB97M-V/def2-TZVPD.

As for the charge: +1. The highest occupied orbital energy (alpha / beta) comes out at -9.41 / -9.42 eV. The calculation puts the frontier orbital gap (alpha / beta) at 5.13 / 6.79 eV. The largest force on an atom is 0.082 Eh/bohr. Its expectation value of S² is 12.675. The spin multiplicity is 7. For the LUMO energy (alpha / beta), the calculation gives -4.287 / -2.628 eV.

The geometry in XYZ format:
```
84
C33H48P2Tb | OMol25 | ωB97M-V/def2-TZVPD
Tb -0.33492 1.02236 0.65809
C 0.98332 -0.81510 1.83288
C 1.93763 -0.42923 0.85684
C 1.40881 1.46781 2.08740
C 0.68476 0.32584 2.64450
C 2.17894 0.96437 0.97152
C 0.42084 -2.18700 1.97207
H 0.50715 -2.74182 1.02717
H -0.64446 -2.18970 2.22660
H 0.95622 -2.77856 2.73435
C -0.35913 0.33865 3.70181
H -0.69964 -0.68090 3.89950
H -1.26999 0.92363 3.47316
H 0.07115 0.74809 4.62885
C 0.89822 2.86720 2.19740
H 1.02795 3.21104 3.23390
H -0.19748 2.99556 1.96526
H 1.43472 3.54558 1.51973
C 2.98944 1.74211 0.00915
H 4.00875 1.94902 0.37561
H 2.52970 2.70255 -0.24447
H 3.10181 1.19147 -0.93585
C 2.63543 -1.37219 -0.05573
H 3.72558 -1.38441 0.09249
H 2.44319 -1.13858 -1.10843
H 2.28563 -2.39737 0.11148
C -2.18959 -1.82564 -2.14009
C -1.23971 -2.75283 -1.88241
C 0.13705 -2.84037 -2.42330
C 0.56331 -1.77071 -3.45463
C 0.70445 -0.33197 -3.09495
C -0.18238 0.68040 -2.99785
C -1.66549 0.63595 -2.94641
C -2.29557 -0.76552 -3.16636
H 0.30044 -3.79530 -2.96110
H -0.10447 -1.86509 -4.34665
H 0.87282 -2.87696 -1.59505
H -1.87415 -1.14125 -4.16529
H -3.05480 -1.89926 -1.48721
H -1.40780 -3.41228 -1.02605
H -3.38011 -0.56523 -3.29969
H -2.11449 1.15813 -2.06614
H 0.23692 1.70317 -2.95408
H -2.01833 1.23366 -3.81515
H 1.59395 -2.03940 -3.75969
H 1.74020 0.00606 -2.98188
P -1.69458 -1.80855 -5.89993
C -3.39333 -2.41770 -6.10648
C -0.65854 -2.97160 -6.83356
P -0.13567 0.82567 -5.98647
C -1.58107 -0.15912 -6.71712
C 1.13643 0.07305 -7.10921
C -0.30738 2.33673 -7.03766
H -4.11760 -1.63230 -5.85178
H -3.53642 -3.26454 -5.41967
H -3.54739 -2.75471 -7.14080
H -1.06102 -3.12267 -7.84400
H -0.66322 -3.92994 -6.30724
H 0.37762 -2.63684 -6.91715
H -0.46470 2.07330 -8.09201
H 0.60976 2.93670 -6.95321
H -1.14803 2.94658 -6.68867
H -2.51864 0.39109 -6.54616
H -1.46305 -0.30362 -7.81566
H 1.96881 0.77704 -7.20956
H 0.70474 -0.10321 -8.10568
H 1.54152 -0.85897 -6.70573
C -4.35171 4.04543 2.06872
C -3.34304 3.98076 1.07758
C -2.84617 2.74931 0.62402
C -3.28209 1.54139 1.28156
C -2.70037 0.27105 1.06328
C -3.35318 -0.88613 1.43683
C -4.38700 -0.80646 2.41612
C -4.84417 0.43395 2.84210
C -4.34682 1.62485 2.25873
C -4.87044 2.87734 2.60775
H -4.73788 5.01591 2.38908
H -2.93479 4.89902 0.64342
H -2.23539 2.68911 -0.31978
H -3.10328 -1.85716 1.00363
H -4.83992 -1.71661 2.82956
H -5.61330 0.56933 3.60591
H -5.69401 2.90245 3.30778
```

=====

Here is one molecule with the formula C4H5NS2 from OMol25. Energies are from ωB97M-V/def2-TZVPD.

Its SMILES is S=C1SC[C@@H]2N[C@@H]12. The highest occupied orbital energy comes out at -8.65 eV. The calculation puts the frontier orbital gap at 8.40 eV. The largest force on an atom is 0.033 Eh/bohr. The spin multiplicity is 1. For the LUMO energy, the calculation gives -0.249 eV.

The geometry in XYZ format:
```
12
C4H5NS2 | OMol25 | ωB97M-V/def2-TZVPD
C 1.59748 0.06874 0.22864
C -0.92522 1.09486 -0.22233
C -0.47262 -0.34659 -0.59288
C 0.38731 -0.72476 0.58579
H -1.34023 1.71151 -1.02562
H -1.47565 1.19712 0.71221
H 0.10761 -0.39708 -1.51218
H -1.28082 -1.96615 0.51703
H -0.08021 -0.42797 1.53788
N -0.50588 -1.68774 -0.11987
S 3.12601 -0.21293 -0.18872
S 0.86222 1.69099 0.08005
```

=====

Here is a 2-piece molecular cluster, C5H16N2O overall from OMol25. Energies are from ωB97M-V/def2-TZVPD.

Its SMILES is CNCCCCN.O. The highest occupied orbital energy comes out at -8.70 eV. The calculation puts the frontier orbital gap at 9.41 eV. The largest force on an atom is 0.045 Eh/bohr. The spin multiplicity is 1. For the LUMO energy, the calculation gives 0.702 eV.

The geometry in XYZ format:
```
24
C5H16N2O | OMol25 | ωB97M-V/def2-TZVPD
C -0.05663 1.99839 0.39828
C -0.38038 0.62783 1.01001
C -1.34933 -0.23806 0.14293
C -0.57300 -1.14259 -0.82885
N -0.46619 -2.57311 -0.41071
C 0.68398 -2.63266 0.50024
N -1.09077 2.94189 0.05380
H 0.72788 2.43127 1.03153
H 0.56553 1.84322 -0.48863
H 0.56826 0.09797 1.07420
H -0.85613 0.79548 1.98018
H -2.10101 -0.73575 0.74933
H -1.85684 0.51777 -0.46405
H -1.13795 -1.07168 -1.76238
H 0.44755 -0.84579 -1.05021
H -1.28609 -2.77466 0.14981
H 1.58495 -2.32403 -0.02103
H 0.68577 -1.87375 1.29159
H 0.82947 -3.64582 0.86121
H -1.79767 2.55169 -0.54811
H -1.54990 3.25892 0.90129
H 3.43819 1.05685 -1.21756
H 2.40110 1.24231 -0.12989
O 2.57465 0.74079 -0.93278
```

=====

Here is one molecule with the formula C4H9NO2 from OMol25. Energies are from ωB97M-V/def2-TZVPD.

Its SMILES is CNCOC(C)=O. The highest occupied orbital energy comes out at -8.67 eV. The calculation puts the frontier orbital gap at 9.47 eV. The largest force on an atom is 0.089 Eh/bohr. The spin multiplicity is 1. For the LUMO energy, the calculation gives 0.807 eV.

The geometry in XYZ format:
```
16
C4H9NO2 | OMol25 | ωB97M-V/def2-TZVPD
C -1.59137 -0.54621 -0.19192
C 0.75647 -1.53560 -0.43216
C 0.94251 1.90799 -0.01126
N -0.44466 -1.33424 0.35788
C -0.15979 1.07100 0.56729
O -1.03077 0.64966 -0.62953
O -0.60541 1.23395 1.68700
H -0.39900 -1.53308 1.35235
H -2.29609 -0.38809 0.63948
H -2.08361 -1.07635 -1.01742
H 0.65376 -1.18284 -1.46077
H 1.59477 -1.02193 0.04762
H 1.01494 -2.59685 -0.45146
H 0.73027 2.95949 0.18385
H 1.89006 1.61566 0.45008
H 1.02792 1.77743 -1.09101
```

=====

Here is one molecule with the formula C5H8O from OMol25. Energies are from ωB97M-V/def2-TZVPD.

Its SMILES is C=CC[C@@H]1CO1. The highest occupied orbital energy comes out at -9.84 eV. The calculation puts the frontier orbital gap at 11.02 eV. The largest force on an atom is 0.027 Eh/bohr. The spin multiplicity is 1. For the LUMO energy, the calculation gives 1.177 eV.

The geometry in XYZ format:
```
14
C5H8O | OMol25 | ωB97M-V/def2-TZVPD
C 2.51786 0.19765 0.21090
C 1.33532 0.52101 -0.27030
C 0.20311 -0.46834 -0.38353
C -0.99066 0.00063 0.41785
C -2.39651 -0.19363 0.03049
H 2.79129 -0.79043 0.54445
H 3.31887 0.93315 0.30332
H 1.12257 1.55886 -0.55792
H -0.11284 -0.53328 -1.44495
H 0.53639 -1.44978 -0.06984
H -0.75804 0.11006 1.46513
H -3.16481 -0.26211 0.80559
H -2.61737 -0.70557 -0.92980
O -1.78518 1.08178 -0.12139
```